#w
{"formula": "C8H15N3", "method": "ωB97M-V/def2-TZVPD", "homo_energy_ev": -14.84, "gap_ev": 5.7800, "total_charge": 2, "elements": ["C", "C", "C", "C", "C", "C", "C", "C", "N", "N", "N", "H", "H", "H", "H", "H", "H", "H", "H", "H", "H", "H", "H", "H", "H", "H"], "positions_angstrom": [[-1.173, 2.284, -0.112], [0.051, 0.504, -1.048], [-1.901, 0.088, 0.275], [2.271, 0.000, 0.176], [-2.915, -0.877, 0.868], [2.619, -1.396, 0.318], [3.007, 1.157, 0.291], [-0.800, -1.712, -0.992], [-1.009, -0.317, -0.603], [-0.143, 1.788, -0.781], [-1.993, 1.413, 0.581], [-1.407, 3.389, -0.122], [-3.741, -0.792, 0.297], [-3.308, -0.493, 1.793], [-2.434, -1.963, 0.856], [2.506, -1.856, -0.575], [3.612, -1.404, 0.944], [1.950, -1.828, 0.921], [2.428, 2.195, 0.206], [3.853, 1.136, 0.856], [3.451, 0.855, -0.711], [-0.807, -2.533, -0.279], [-1.635, -1.899, -1.707], [0.099, -1.883, -1.405], [0.276, 2.618, -1.131], [-2.857, 1.528, 1.085]], "lowdin_charge": [0.06, 0.01, -0.18, -0.03, 0.08, -0.04, -0.05, 0.01, -0.04, 0.08, 0.20, 0.20, 0.08, 0.11, 0.16, 0.07, 0.16, 0.05, 0.14, 0.08, 0.19, 0.11, 0.15, 0.05, 0.16, 0.18]}

#x
{"formula": "C8H15N3", "method": "ωB97M-V/def2-TZVPD", "homo_energy_ev": -17.31, "gap_ev": 9.4649, "total_charge": 2, "elements": ["C", "C", "C", "C", "C", "C", "C", "C", "N", "N", "N", "H", "H", "H", "H", "H", "H", "H", "H", "H", "H", "H", "H", "H", "H", "H"], "positions_angstrom": [[-2.970, 0.029, 0.581], [-2.950, -0.842, -0.455], [-1.232, 0.434, -0.701], [1.933, -1.693, 0.887], [0.771, -1.978, -0.035], [1.256, -0.533, 0.054], [-1.477, 2.126, 1.086], [2.094, -0.027, -1.011], [-1.816, 0.813, 0.467], [-1.884, -0.585, -1.226], [2.317, 1.238, -1.209], [-3.699, 0.230, 1.297], [-3.697, -1.665, -0.835], [1.568, -1.382, 1.908], [2.920, -2.182, 0.797], [0.959, -2.649, -0.855], [-0.164, -2.161, 0.472], [-1.911, 2.968, 0.591], [-1.616, 2.389, 2.113], [-0.478, 2.075, 0.770], [2.455, -0.712, -1.704], [0.643, -0.002, 0.831], [-1.920, -0.886, -2.208], [-0.378, 0.950, -1.173], [2.814, 1.484, -2.046], [2.183, 1.997, -0.533]], "lowdin_charge": [0.03, -0.05, -0.10, -0.01, -0.09, -0.26, 0.06, -0.01, -0.04, 0.11, 0.23, 0.13, 0.20, 0.14, 0.14, 0.12, 0.11, 0.11, 0.11, 0.05, 0.15, 0.14, 0.21, 0.16, 0.15, 0.17]}

Most stable: #x

#w
{"formula": "CH5N3S", "method": "ωB97M-V/def2-TZVPD", "homo_energy_ev": -8.83, "gap_ev": 7.7370, "elements": ["C", "H", "H", "H", "H", "H", "N", "N", "N", "S"], "positions_angstrom": [[-0.691, -0.681, 0.688], [0.422, 1.059, -0.207], [-1.053, 1.875, -0.872], [-1.250, -1.155, 1.621], [1.100, -0.666, 1.605], [0.733, -0.033, -2.028], [-0.561, 0.965, -0.892], [-1.388, 0.110, -0.016], [0.762, -0.296, 0.641], [1.926, -1.179, -0.539]], "lowdin_charge": [-0.30, 0.10, 0.07, 0.15, 0.08, 0.19, -0.11, -0.06, -0.51, 0.39]}

#x
{"formula": "CH5N3S", "method": "ωB97M-V/def2-TZVPD", "homo_energy_ev": -9.08, "gap_ev": 9.4521, "elements": ["C", "H", "H", "H", "H", "H", "N", "N", "N", "S"], "positions_angstrom": [[0.453, -0.302, -0.075], [0.164, 2.070, 0.530], [1.812, 1.295, -0.567], [2.373, -0.560, -0.299], [-0.773, -1.862, 0.083], [-2.983, 0.229, 0.770], [0.643, 1.089, -0.097], [1.403, -1.031, -0.331], [-0.735, -0.832, 0.326], [-2.356, -0.097, -0.339]], "lowdin_charge": [-0.83, 0.20, 0.20, 0.08, 0.09, -0.21, -0.03, 0.08, -0.25, 0.68]}

#y
{"formula": "CH5N3S", "method": "ωB97M-V/def2-TZVPD", "homo_energy_ev": -8.62, "gap_ev": 8.6301, "elements": ["C", "N", "N", "N", "S", "H", "H", "H", "H", "H"], "positions_angstrom": [[-1.960, -0.481, -0.113], [1.330, 0.288, -0.222], [-0.878, 0.123, 0.452], [0.381, -0.493, 0.482], [-3.508, 0.197, 0.000], [-1.644, -1.380, -0.821], [1.225, 1.274, -0.062], [1.357, 0.208, -1.195], [-1.129, 0.805, 1.575], [0.477, -1.388, 0.095]], "lowdin_charge": [-0.75, -0.01, -0.17, -0.16, 0.49, 0.11, 0.07, 0.04, 0.29, 0.09]}

Most stable: #x

#w
{"formula": "C33H37BaNO3PSbSe2", "method": "ωB97M-V/def2-TZVPD", "homo_energy_ev": -7.67, "gap_ev": 7.9492, "elements": ["Ba", "Se", "P", "Se", "C", "C", "C", "C", "C", "C", "C", "C", "C", "C", "C", "C", "H", "H", "H", "H", "H", "H", "H", "H", "H", "H", "O", "C", "C", "O", "O", "C", "C", "C", "C", "C", "C", "C", "C", "C", "C", "C", "C", "H", "H", "H", "H", "H", "H", "H", "H", "H", "H", "H", "N", "C", "H", "C", "C", "Sb", "C", "C", "C", "C", "H", "H", "H", "H", "H", "H", "H", "H", "H", "H", "H", "H", "H", "H", "H"], "positions_angstrom": [[1.615, -0.818, 0.088], [1.387, 0.856, 2.561], [3.498, 0.828, 2.147], [4.109, 0.972, 0.091], [4.337, 2.156, 3.070], [3.630, 3.194, 3.659], [4.314, 4.203, 4.324], [5.698, 4.172, 4.393], [6.406, 3.142, 3.788], [5.729, 2.134, 3.124], [4.178, -0.694, 2.902], [3.996, -0.872, 4.273], [4.406, -2.048, 4.875], [4.986, -3.055, 4.113], [5.176, -2.876, 2.752], [4.775, -1.692, 2.144], [2.549, 3.202, 3.604], [3.764, 5.015, 4.781], [6.228, 4.961, 4.912], [7.488, 3.130, 3.829], [6.274, 1.333, 2.639], [3.519, -0.090, 4.852], [4.264, -2.185, 5.939], [5.294, -3.979, 4.585], [5.635, -3.653, 2.155], [4.950, -1.540, 1.085], [-1.914, -1.076, -1.483], [-1.173, -2.174, -1.985], [0.038, -2.315, -1.016], [-0.233, -2.127, 0.196], [1.196, -2.474, -1.442], [-2.008, -3.452, -1.895], [-1.411, -4.706, -1.809], [-2.189, -5.851, -1.732], [-3.572, -5.756, -1.700], [-4.172, -4.508, -1.759], [-3.395, -3.364, -1.866], [-0.721, -1.883, -3.402], [-0.981, -0.646, -3.979], [-0.589, -0.380, -5.284], [0.099, -1.332, -6.017], [0.384, -2.560, -5.435], [-0.032, -2.839, -4.144], [-1.904, -1.202, -0.521], [-0.332, -4.792, -1.772], [-1.710, -6.821, -1.680], [-4.179, -6.648, -1.618], [-5.250, -4.417, -1.710], [-3.861, -2.390, -1.918], [-1.499, 0.111, -3.405], [-0.822, 0.581, -5.725], [0.419, -1.120, -7.028], [0.933, -3.309, -5.992], [0.186, -3.809, -3.724], [1.148, 2.722, -0.789], [0.685, 1.704, -1.106], [1.412, 3.644, -0.514], [-4.412, 4.493, -1.333], [-2.922, 4.184, -1.247], [-2.359, 2.053, -1.117], [-4.324, 1.162, -1.509], [-5.170, 0.841, -0.283], [-2.276, 1.933, 1.070], [-3.135, 2.911, 1.862], [-4.574, 5.566, -1.468], [-4.932, 4.189, -0.423], [-4.877, 3.986, -2.178], [-2.480, 4.687, -0.385], [-2.410, 4.563, -2.134], [-4.085, 0.252, -2.058], [-4.855, 1.830, -2.188], [-4.598, 0.270, 0.451], [-6.044, 0.243, -0.557], [-5.531, 1.751, 0.196], [-1.222, 2.089, 1.312], [-2.510, 0.899, 1.334], [-2.893, 3.942, 1.604], [-2.952, 2.790, 2.933], [-4.199, 2.756, 1.687]], "lowdin_charge": [1.67, 0.17, 0.02, 0.16, -0.41, -0.11, -0.08, -0.09, -0.08, -0.10, -0.43, -0.10, -0.07, -0.08, -0.08, -0.13, 0.06, 0.10, 0.10, 0.10, 0.11, 0.11, 0.11, 0.10, 0.11, 0.06, -0.08, -0.33, -0.79, -0.26, -0.22, -0.13, -0.03, -0.07, -0.09, -0.07, -0.01, -0.12, -0.02, -0.07, -0.09, -0.07, -0.02, 0.10, 0.12, 0.10, 0.10, 0.10, 0.11, 0.07, 0.10, 0.10, 0.10, 0.11, 0.09, -0.26, 0.10, -0.20, -0.45, 1.43, -0.43, -0.19, -0.43, -0.18, 0.06, 0.06, 0.05, 0.03, 0.03, 0.01, 0.03, 0.06, 0.07, 0.05, -0.01, 0.04, 0.05, 0.07, 0.05]}

#x
{"formula": "C33H37BaNO3PSbSe2", "method": "ωB97M-V/def2-TZVPD", "homo_energy_ev": -7.79, "gap_ev": 8.0428, "elements": ["Ba", "Se", "P", "Se", "C", "C", "C", "C", "C", "C", "C", "C", "C", "C", "C", "C", "H", "H", "H", "H", "H", "H", "H", "H", "H", "H", "O", "C", "C", "O", "O", "C", "C", "C", "C", "C", "C", "C", "C", "C", "C", "C", "C", "H", "H", "H", "H", "H", "H", "H", "H", "H", "H", "H", "N", "C", "H", "C", "C", "Sb", "C", "C", "C", "C", "H", "H", "H", "H", "H", "H", "H", "H", "H", "H", "H", "H", "H", "H", "H"], "positions_angstrom": [[-0.060, -0.256, -0.489], [-1.084, -1.243, -3.474], [0.645, -2.553, -3.411], [2.024, -2.360, -1.748], [1.552, -2.344, -4.970], [0.939, -2.749, -6.157], [1.578, -2.569, -7.372], [2.836, -1.975, -7.414], [3.446, -1.569, -6.239], [2.808, -1.756, -5.015], [0.085, -4.278, -3.472], [1.011, -5.281, -3.764], [0.619, -6.609, -3.784], [-0.701, -6.953, -3.503], [-1.621, -5.960, -3.207], [-1.230, -4.624, -3.194], [-0.046, -3.201, -6.132], [1.094, -2.889, -8.286], [3.339, -1.834, -8.363], [4.425, -1.107, -6.262], [3.285, -1.456, -4.091], [2.044, -5.023, -3.971], [1.344, -7.379, -4.017], [-1.003, -7.992, -3.519], [-2.651, -6.219, -2.994], [-1.944, -3.838, -2.982], [-0.427, 1.527, 3.668], [0.923, 1.340, 3.245], [0.796, 0.688, 1.861], [1.124, 1.279, 0.779], [0.200, -0.439, 1.883], [1.579, 2.713, 3.296], [2.648, 3.074, 2.482], [3.253, 4.317, 2.620], [2.801, 5.219, 3.572], [1.735, 4.865, 4.389], [1.130, 3.623, 4.254], [1.660, 0.326, 4.126], [1.072, -0.240, 5.240], [1.773, -1.178, 5.997], [3.059, -1.546, 5.635], [3.654, -0.968, 4.517], [2.955, -0.034, 3.771], [-0.855, 0.660, 3.638], [3.001, 2.402, 1.713], [4.077, 4.581, 1.970], [3.275, 6.187, 3.678], [1.371, 5.557, 5.139], [0.302, 3.358, 4.894], [0.075, 0.053, 5.545], [1.307, -1.618, 6.870], [3.608, -2.276, 6.216], [4.659, -1.241, 4.220], [3.428, 0.412, 2.900], [-3.833, -2.264, -0.621], [-2.957, -1.560, -0.333], [-4.568, -2.857, -0.943], [-0.824, 4.878, -0.099], [-1.431, 4.091, 1.059], [-2.150, 2.182, 0.493], [-3.582, 2.801, -0.955], [-4.492, 1.647, -1.371], [-3.515, 1.945, 2.108], [-3.880, 0.511, 2.477], [-0.369, 5.808, 0.250], [-1.563, 5.147, -0.858], [-0.033, 4.320, -0.609], [-2.276, 4.613, 1.513], [-0.693, 3.919, 1.848], [-3.042, 3.215, -1.808], [-4.138, 3.628, -0.504], [-3.931, 0.851, -1.866], [-5.274, 1.967, -2.063], [-4.995, 1.188, -0.515], [-4.396, 2.536, 1.844], [-3.032, 2.449, 2.949], [-4.418, -0.002, 1.677], [-4.518, 0.468, 3.363], [-3.000, -0.107, 2.675]], "lowdin_charge": [1.46, 0.11, 0.06, 0.13, -0.42, -0.10, -0.08, -0.09, -0.08, -0.11, -0.42, -0.09, -0.08, -0.09, -0.08, -0.12, 0.11, 0.10, 0.10, 0.10, 0.05, 0.11, 0.10, 0.10, 0.10, 0.04, -0.02, -0.34, -0.68, -0.34, -0.27, -0.13, -0.03, -0.07, -0.09, -0.08, -0.02, -0.14, -0.01, -0.07, -0.09, -0.07, -0.02, 0.09, 0.10, 0.10, 0.10, 0.10, 0.12, 0.12, 0.10, 0.10, 0.10, 0.12, 0.11, -0.10, 0.09, -0.19, -0.43, 1.36, -0.45, -0.20, -0.44, -0.20, 0.07, 0.06, 0.06, 0.06, 0.04, 0.05, 0.05, 0.05, 0.07, 0.05, 0.05, 0.05, 0.04, 0.07, 0.05]}

Most stable: #x

#w
{"formula": "C4H8FN", "method": "ωB97M-V/def2-TZVPD", "homo_energy_ev": -9.08, "smiles": "CN1CC(F)C1", "gap_ev": 10.2223, "elements": ["C", "N", "C", "C", "F", "C", "H", "H", "H", "H", "H", "H", "H", "H"], "positions_angstrom": [[0.508, -0.081, -1.681], [-0.263, 0.321, -0.539], [0.472, 0.887, 0.624], [-0.545, 0.183, 1.444], [-0.079, -0.321, 2.594], [-0.779, -0.784, 0.296], [1.064, 0.785, -2.171], [-0.183, -0.511, -2.413], [1.190, -0.888, -1.476], [1.478, 0.450, 0.759], [0.431, 1.958, 0.585], [-1.388, 0.814, 1.616], [-0.122, -1.676, 0.317], [-1.786, -1.137, 0.045]], "lowdin_charge": [-0.12, -0.20, -0.11, -0.36, 0.03, -0.11, 0.11, 0.08, 0.06, 0.13, 0.11, 0.14, 0.12, 0.11]}

#x
{"formula": "C4H8FN", "method": "ωB97M-V/def2-TZVPD", "homo_energy_ev": [-9.89, -8.40], "gap_ev": [9.8839, 8.2020], "elements": ["C", "C", "C", "C", "N", "F", "H", "H", "H", "H", "H", "H", "H", "H"], "positions_angstrom": [[0.766, 0.094, 0.512], [-0.444, -0.304, -0.390], [1.638, 1.257, 0.317], [-1.131, -1.660, -0.047], [-1.530, 0.695, -0.117], [-1.291, 1.766, -0.985], [0.657, -0.214, 1.527], [-0.387, -0.184, -1.511], [1.054, 2.200, 0.234], [2.223, 1.243, -0.741], [2.446, 1.178, 1.039], [-0.683, -2.268, 0.941], [-1.156, -2.351, -0.983], [-2.163, -1.451, 0.203]], "lowdin_charge": [-0.08, -0.42, -0.14, -0.09, 0.10, -0.11, 0.08, 0.14, 0.08, 0.12, 0.06, 0.13, 0.09, 0.04]}

Most stable: #w

#w
{"formula": "C3H2N2S2", "method": "ωB97M-V/def2-TZVPD", "homo_energy_ev": [-8.03, -8.03], "gap_ev": [7.1635, 7.1672], "elements": ["C", "C", "C", "N", "N", "S", "S", "H", "H"], "positions_angstrom": [[0.579, 1.041, -0.418], [-0.983, -1.052, 0.144], [1.418, 0.156, -0.050], [-1.866, -0.193, 0.210], [-1.930, 1.131, 0.111], [-0.368, -2.465, -0.169], [-0.660, 2.041, -0.188], [1.833, -0.027, 0.923], [1.977, -0.631, -0.564]], "lowdin_charge": [-0.46, -0.78, -0.11, -0.08, -0.43, 0.70, 1.00, 0.08, 0.07]}

#x
{"formula": "C3H2N2S2", "method": "ωB97M-V/def2-TZVPD", "homo_energy_ev": [-9.94, -9.94], "gap_ev": [7.8444, 7.8438], "elements": ["C", "C", "C", "N", "N", "S", "S", "H", "H"], "positions_angstrom": [[2.095, 0.299, -0.267], [0.996, -1.388, 0.981], [0.885, -0.120, 0.367], [3.096, 0.577, -0.755], [1.310, -2.413, 1.271], [0.046, 1.185, 1.182], [-0.444, -0.876, -1.443], [0.805, 1.984, 0.439], [0.061, -0.373, -2.524]], "lowdin_charge": [-0.33, -0.36, -0.85, 0.21, 0.22, 0.86, 0.59, -0.09, -0.25]}

Most stable: #x